1.
Below is a structure of composition C4H5F5O9PS2 at a distorted geometry, with properties calculated with ωB97M-V with the def2-TZVPD basis set.

Summary:
- orbital gap (eV) = 4.532
- energy above the lowest of the compared OMol25 structures with the same formula, charge and spin (kcal/mol) = 0.0
- electronic energy (eV) = -67200.9511
- lowest unoccupied orbital energy (Eh) = 0.0809

```
! RIJCOSX wB97M-V def2-TZVPD def2/J DEFGRID3
* xyz -1 1
O 1.558 -3.148 1.390
S 0.487 -2.778 0.534
O -0.728 -3.506 0.521
O 0.993 -2.615 -0.958
C 1.644 -1.342 -1.047
C 0.793 -0.388 -0.211
P 2.093 0.641 0.845
O 1.190 1.732 1.558
O 2.887 1.517 -0.307
S -0.282 0.666 -1.255
O -0.061 2.043 -0.971
O 0.000 0.242 -2.609
C -2.115 0.298 -1.022
F -2.463 -0.700 -1.844
F -2.703 1.423 -1.452
C -2.612 0.016 0.427
F -2.613 -1.290 0.666
F -1.858 0.640 1.294
F -3.859 0.445 0.545
O 0.150 -1.209 0.745
H 2.586 -1.440 -0.486
H 1.833 -1.029 -2.067
H 1.679 2.565 1.671
H 3.030 1.048 -1.138
O -0.737 3.489 2.832
H -0.893 2.678 2.342
*
```



2.
Below is a cluster of 2 separate species, C2H6O2P3 in total at a distorted geometry, with properties calculated with ωB97M-V with the def2-TZVPD basis set.

Summary:
- orbital gap (eV) = 5.730
- energy above the lowest of the compared OMol25 structures with the same formula, charge and spin (kcal/mol) = 32.2
- electronic energy (eV) = -34130.7460
- lowest unoccupied orbital energy (Eh) = 0.1250

```
! RIJCOSX wB97M-V def2-TZVPD def2/J DEFGRID3
* xyz -1 1
C 3.089 0.294 -0.620
C 0.238 -0.372 0.392
O 3.117 0.460 -1.747
O 3.008 0.177 0.504
P -0.444 -2.058 0.205
P -0.709 0.798 -0.685
P 0.057 0.254 2.102
H 0.667 -2.469 -0.390
H 0.103 -2.435 1.397
H 0.329 1.968 -0.877
H -0.057 0.190 -1.679
H -1.163 0.962 2.293
H 0.801 1.507 1.784
*
```



3.
Below is the molecule C3H3BrOS at a distorted geometry, with properties calculated with ωB97M-V with the def2-TZVPD basis set.

Summary:
- SMILES = CC(=O)C(=S)Br
- orbital gap (eV) = 8.201
- energy above the lowest of the compared OMol25 structures with the same formula, charge and spin (kcal/mol) = 15.7
- electronic energy (eV) = -86082.8467
- lowest unoccupied orbital energy (Eh) = -0.0264

```
! RIJCOSX wB97M-V def2-TZVPD def2/J DEFGRID3
* xyz 0 1
C -0.254 -0.534 0.363
C -1.338 0.473 -0.721
C 1.093 -0.067 0.473
O -0.739 -1.452 0.942
S -1.461 2.057 -0.539
Br -2.120 -0.628 -2.007
H 1.624 -0.641 1.260
H 1.705 -0.175 -0.446
H 1.490 0.968 0.673
*
```



4.
Below is a cluster of 6 separate species, H12O6 in total at a distorted geometry, with properties calculated with ωB97M-V with the def2-TZVPD basis set.

Summary:
- SMILES = O.O.O.O.O.O
- orbital gap (eV) = 11.632
- energy above the lowest of the compared OMol25 structures with the same formula, charge and spin (kcal/mol) = 6.8
- electronic energy (eV) = -12480.8178
- lowest unoccupied orbital energy (Eh) = 0.0216

```
! RIJCOSX wB97M-V def2-TZVPD def2/J DEFGRID3
* xyz 0 1
O 1.351 -1.379 2.219
H 1.152 -2.221 1.792
H 0.537 -0.846 2.116
O -1.981 -1.149 -1.133
H -2.926 -1.053 -1.337
H -1.552 -0.465 -1.701
O -1.024 -0.258 1.168
H -1.333 -0.687 0.323
H -1.788 -0.226 1.755
O -0.778 0.470 -2.548
H -0.377 1.104 -1.895
H -1.346 0.973 -3.153
O 0.139 1.676 -0.371
H -0.396 1.252 0.326
H 1.028 1.284 -0.227
O 2.508 0.611 0.674
H 2.323 -0.151 1.268
H 3.389 0.489 0.305
*
```



5.
Below is a structure of composition C16H25AsN4OSSeSi2Ta, with properties calculated with ωB97M-V with the def2-TZVPD basis set.

Summary:
- orbital gap (eV) = 6.086
- energy above the lowest of the compared OMol25 structures with the same formula, charge and spin (kcal/mol) = 3.1
- electronic energy (eV) = -179307.5006
- lowest unoccupied orbital energy (Eh) = -0.4071

```
! RIJCOSX wB97M-V def2-TZVPD def2/J DEFGRID3
* xyz 3 1
Ta 0.793 -0.107 -0.907
O 1.204 1.775 -1.058
N 0.750 2.642 -1.999
C 1.227 3.907 -1.983
C 0.781 4.785 -2.930
C -0.144 4.347 -3.883
C -0.608 3.045 -3.864
C -0.150 2.166 -2.890
S -0.721 0.531 -2.701
H 1.947 4.125 -1.208
H 1.154 5.799 -2.930
H -0.502 5.030 -4.641
H -1.327 2.693 -4.590
Se 0.791 -3.397 -3.044
N 2.458 -3.898 -2.919
C 3.122 -3.108 -2.090
C 4.501 -3.125 -1.719
C 4.934 -2.132 -0.886
C 4.060 -1.120 -0.408
N 2.768 -1.088 -0.702
C 2.327 -2.082 -1.525
N 1.040 -2.033 -1.873
H 5.165 -3.891 -2.101
H 5.969 -2.084 -0.577
H 4.443 -0.334 0.231
C -1.407 -2.846 3.419
Si -1.943 -2.613 1.668
C -3.666 -2.010 1.356
C -1.372 -3.926 0.485
As -0.563 -0.560 0.941
Si -1.182 1.605 2.020
C -2.150 1.100 3.516
C -2.176 2.470 0.710
C 0.411 2.446 2.463
H -1.894 -3.754 3.791
H -1.711 -2.030 4.071
H -0.331 -3.003 3.505
H -4.350 -2.853 1.502
H -3.802 -1.664 0.331
H -3.972 -1.226 2.047
H -1.919 -4.852 0.687
H -0.310 -4.144 0.604
H -1.588 -3.647 -0.548
H -3.067 0.560 3.289
H -2.442 2.026 4.024
H -1.553 0.527 4.225
H -3.084 1.920 0.457
H -1.613 2.640 -0.210
H -2.480 3.445 1.101
H 0.938 1.907 3.252
H 0.149 3.430 2.864
H 1.095 2.605 1.627
*
```



6.
Below is a structure of composition C28H25Cl3GeN6O2PS3Tc at a distorted geometry, with properties calculated with ωB97M-V with the def2-TZVPD basis set.

Summary:
- orbital gap (alpha / beta) (eV) = 7.587 / 6.474
- energy above the lowest of the compared OMol25 structures with the same formula, charge and spin (kcal/mol) = 0.0
- electronic energy (eV) = -180553.9758
- lowest unoccupied orbital energy (alpha / beta) (Eh) = -0.1393 / -0.1785

```
! RIJCOSX wB97M-V def2-TZVPD def2/J DEFGRID3
* xyz 1 4
Tc -1.215 0.186 0.355
C 2.488 -3.233 3.044
C 1.261 -3.595 2.492
C 0.220 -2.637 2.305
C 0.431 -1.336 2.795
C 1.599 -1.000 3.452
C 2.600 -1.959 3.539
N -0.520 -0.299 2.476
N -0.784 0.585 3.312
C -1.580 1.631 2.891
C -2.010 2.589 3.756
C -2.989 3.495 3.292
C -3.394 3.517 1.996
C -2.886 2.583 1.119
C -1.987 1.642 1.542
H 3.257 -3.983 3.235
H 1.166 -4.668 2.207
H -0.690 -2.937 1.840
H 1.759 0.034 3.802
H 3.582 -1.699 4.041
H -1.714 2.526 4.780
H -3.372 4.201 3.994
H -4.117 4.287 1.708
H -3.101 2.577 0.078
S 5.867 -2.985 -0.076
N 5.430 -1.475 0.386
C 4.150 -1.333 0.057
C 3.305 -0.191 0.377
C 3.820 0.983 0.921
C 2.860 1.984 1.206
C 1.494 1.759 0.955
N 1.044 0.604 0.508
C 1.891 -0.313 0.102
C 1.283 -1.556 -0.443
N -0.015 -1.578 -0.627
C -0.544 -2.734 -1.099
C 0.161 -3.857 -1.479
C 1.555 -3.796 -1.255
C 2.107 -2.647 -0.690
C 3.549 -2.553 -0.424
N 4.415 -3.545 -0.596
H 4.869 0.991 1.127
H 3.201 2.948 1.627
H 0.737 2.506 1.177
H -1.653 -2.664 -1.195
H -0.365 -4.663 -1.993
H 2.187 -4.627 -1.543
C -3.952 2.988 -3.642
C -2.523 3.569 -3.737
O -1.491 2.556 -3.720
P -0.765 2.100 -2.377
S -2.138 0.647 -1.673
S -0.470 3.467 -1.099
O 0.440 1.322 -2.985
C 0.274 0.291 -4.058
C 1.245 -0.851 -3.856
H -4.723 3.734 -3.741
H -4.108 2.417 -2.756
H -4.060 2.286 -4.504
H -2.287 4.359 -3.010
H -2.440 3.968 -4.746
H 0.273 0.918 -4.961
H -0.751 -0.047 -4.014
H 2.248 -0.518 -3.540
H 1.287 -1.399 -4.727
H 0.781 -1.475 -3.042
Cl -3.457 -2.852 0.754
Ge -3.512 -0.757 1.058
Cl -5.212 0.088 0.127
Cl -4.010 -0.573 3.173
*
```



7.
Below is a cluster of 2 separate species, C9H14O in total at a distorted geometry, with properties calculated with ωB97M-V with the def2-TZVPD basis set.

Summary:
- SMILES = Cc1ccc(O)cc1.CC
- orbital gap (eV) = 9.152
- energy above the lowest of the compared OMol25 structures with the same formula, charge and spin (kcal/mol) = 40.3
- electronic energy (eV) = -11605.8904
- lowest unoccupied orbital energy (Eh) = 0.0306

```
! RIJCOSX wB97M-V def2-TZVPD def2/J DEFGRID3
* xyz 0 1
C -2.152 -2.200 0.824
C -0.303 -0.269 0.909
C -1.504 -0.838 0.451
C 0.039 1.089 0.536
C -2.339 -0.100 -0.451
C -0.786 1.780 -0.313
C -2.013 1.198 -0.854
O -0.355 3.019 -0.741
H 0.355 -0.815 1.509
H 0.894 1.357 1.033
H -3.314 -2.088 0.908
H -1.753 -2.569 1.731
H -3.402 -0.503 -0.750
H -2.490 1.801 -1.578
H -0.931 3.394 -1.474
H -1.805 -2.987 0.106
C 3.446 -1.886 0.354
C 4.312 -0.996 -0.600
H 2.810 -2.554 -0.293
H 4.024 -2.529 0.887
H 2.765 -1.249 0.992
H 5.029 -0.476 -0.046
H 3.751 -0.144 -0.834
H 4.706 -1.458 -1.403
*
```



8.
Below is a structure of composition C6H11IN at a distorted geometry, with properties calculated with ωB97M-V with the def2-TZVPD basis set.

Summary:
- orbital gap (eV) = 7.646
- energy above the lowest of the compared OMol25 structures with the same formula, charge and spin (kcal/mol) = 33.4
- electronic energy (eV) = -15982.3412
- lowest unoccupied orbital energy (Eh) = -0.1790

```
! RIJCOSX wB97M-V def2-TZVPD def2/J DEFGRID3
* xyz 1 1
C -0.601 -1.198 0.103
C -0.373 -1.963 1.423
C 0.405 -0.110 0.133
C 0.437 0.905 -0.734
C -0.640 1.076 -1.768
C 1.491 1.988 -0.740
N -1.143 -1.631 2.409
I 1.955 -0.474 1.493
H -0.249 -1.817 -0.844
H -1.591 -0.979 -0.216
H 0.040 -3.084 1.504
H -0.136 1.008 -2.770
H -0.843 2.128 -1.654
H -1.351 0.298 -1.744
H 2.241 1.531 -1.244
H 1.869 2.213 0.226
H 1.106 2.830 -1.267
H -1.489 -0.702 2.330
H -1.127 -2.021 3.361
*
```